1.
# C23H46N2O22S2

A 8-piece molecular cluster, C23H46N2O22S2 overall (wB97M-V/def2-TZVPD, the Open Molecules 2025 dataset).

XYZ file:
```
95
Properties=species:S:1:pos:R:3:mulliken_charge:R:1
C 1.70 0.35 2.50 -0.7931
N 0.19 0.43 2.13 1.4663
C 0.04 0.95 0.71 -1.2351
C -0.44 -0.91 2.09 -0.0334
C -0.47 1.28 3.10 -0.5627
C -0.40 0.90 4.62 -1.2168
O -1.35 1.56 5.28 -0.5729
H 1.84 0.31 3.47 0.6620
H 2.19 1.42 2.37 0.2967
H 2.22 -0.27 1.66 -0.1354
H 0.51 1.82 0.95 0.8186
H -0.88 1.15 0.33 0.5206
H 0.53 0.29 -0.15 -0.4899
H -0.14 -1.79 1.36 -0.3297
H -1.54 -1.07 1.77 -0.2560
H -0.49 -1.41 3.21 0.1463
H -1.50 1.13 2.91 0.3935
H -0.37 2.30 2.89 0.5790
H 0.53 1.31 4.83 0.5688
H -0.30 -0.14 4.61 0.4290
H -2.15 1.03 5.00 0.5614
N -3.96 -0.59 3.53 1.1139
O -4.22 0.07 2.54 -0.6694
O -4.14 -1.78 3.45 -0.6516
O -3.41 -0.10 4.55 -0.7858
O -3.77 -5.73 0.49 -0.6767
S -3.05 -4.63 -0.15 1.2731
O -1.64 -4.76 -0.54 -0.6235
O -3.81 -4.28 -1.58 -0.1305
C -4.35 -5.29 -2.29 -0.7282
C -5.14 -4.88 -3.60 -1.0189
C -3.22 -3.12 0.90 -0.5770
H -4.91 -6.06 -1.56 0.3229
H -3.66 -5.72 -2.61 0.6434
H -5.37 -5.60 -4.54 0.2883
H -4.71 -3.93 -3.91 0.2706
H -6.11 -4.71 -3.19 0.3128
H -2.78 -2.14 0.36 -0.1545
H -2.69 -3.29 1.76 0.4902
H -4.36 -2.97 1.03 0.3743
O 1.83 -2.11 -0.24 -0.6834
S 2.44 -3.37 0.26 1.3443
O 2.89 -4.43 -0.67 -0.6801
O 3.71 -2.78 1.10 -0.3226
C 4.77 -2.34 0.34 0.4733
C 5.75 -1.57 1.07 -1.2587
C 1.27 -4.19 1.29 -0.7111
H 4.26 -1.81 -0.55 -0.1751
H 5.46 -3.16 -0.16 0.2243
H 6.51 -1.25 0.41 0.4209
H 6.48 -2.06 1.79 0.3549
H 5.20 -0.73 1.63 0.1800
H 1.33 -3.81 2.42 0.3056
H 1.73 -5.16 1.38 0.4611
H 0.12 -4.19 0.95 0.0431
C 3.22 0.73 -1.67 0.1057
C 4.44 1.15 -2.37 -0.4114
O 5.36 1.50 -1.30 -0.3794
C 4.61 1.57 -0.18 0.2500
O 4.97 1.97 0.94 -0.6231
O 3.31 1.22 -0.36 0.2858
H 3.18 -0.35 -1.77 -0.1751
H 2.31 1.05 -2.10 0.3137
H 4.20 2.00 -2.94 0.2855
H 4.98 0.29 -2.81 0.3218
C -2.12 6.90 -0.43 -0.2230
C -3.12 5.88 -0.97 -0.4781
O -2.57 4.77 -0.31 -0.2724
C -1.43 5.02 0.36 0.6581
O -0.86 4.12 1.10 -0.5632
O -1.33 6.26 0.50 -0.3016
H -2.73 7.71 0.13 0.3063
H -1.51 7.44 -1.22 0.2602
H -3.09 5.71 -1.86 0.3439
H -4.15 5.88 -0.60 0.2540
C -0.88 -2.58 -2.92 0.0039
C -0.03 -1.29 -3.31 -0.6679
O -0.57 -0.39 -2.34 -0.1499
C -1.81 -0.77 -1.96 0.5704
O -2.64 -0.10 -1.34 -0.6037
O -1.96 -2.07 -2.30 -0.1460
H -0.28 -3.05 -2.08 0.0750
H -0.89 -3.16 -3.89 0.3204
H -0.42 -0.87 -4.32 0.2501
H 0.99 -1.30 -3.34 0.4475
C 1.59 5.61 -1.48 -0.1229
C 1.91 4.17 -0.99 -0.0511
O 1.02 3.36 -1.77 -0.0570
C 0.12 4.18 -2.45 0.4099
O -0.78 3.68 -2.88 -0.3799
O 0.48 5.43 -2.35 -0.3786
H 2.49 5.93 -2.09 0.3141
H 1.09 6.34 -0.59 0.1813
H 1.73 4.01 0.04 0.1974
H 3.09 3.86 -1.12 -0.0378
```

The value obtained for the total energy is -3464.54512 Eh. The maximum force comes out at 14.03 eV/Å. The spin multiplicity is 1. For the HOMO-LUMO gap, the calculation gives 7.503 eV. The charge is 0.

***

2.
# C23H46N2O8SV

C23H46N2O8SV as an isolated structure (wB97M-V/def2-TZVPD, the Open Molecules 2025 dataset).

XYZ file:
```
81
Properties=species:S:1:pos:R:3:mulliken_charge:R:1
O 0.96 2.41 -0.63 -0.6973
V 1.01 0.83 -0.71 1.0999
O -0.47 0.32 -0.39 -0.3288
C 0.21 -1.37 2.30 -1.2803
C 0.97 -0.18 2.91 2.1690
C 1.13 -0.33 4.44 -1.4572
C 2.19 -1.34 4.81 -0.6588
C 3.47 -0.76 4.25 -1.3223
C 3.46 -0.74 2.71 1.5820
N 2.29 0.05 2.28 0.3443
O 2.27 0.20 0.89 -0.6561
C 3.47 -2.13 2.08 -1.4991
C 4.76 -0.02 2.34 -1.8459
C 0.07 1.07 2.70 -1.9833
H 0.46 -1.62 1.27 -0.0315
H -0.87 -1.19 2.25 0.0766
H 0.47 -2.24 2.91 0.4795
H 0.15 -0.68 4.79 0.4293
H 1.37 0.69 4.76 0.4359
H 1.93 -2.34 4.45 0.3828
H 2.24 -1.48 5.89 0.3498
H 4.26 -1.50 4.45 0.4728
H 3.56 0.26 4.60 0.3641
H 2.74 -2.90 2.34 0.2659
H 4.41 -2.60 2.39 0.5165
H 3.44 -2.05 0.99 0.1116
H 5.58 -0.60 2.75 0.4202
H 4.75 0.99 2.75 0.4150
H 4.88 0.11 1.26 0.3508
H 0.58 2.01 2.93 0.3487
H -0.73 0.91 3.43 0.4739
H -0.25 1.22 1.68 0.1855
C 0.28 0.36 -5.30 -1.9652
C -0.34 0.22 -3.87 1.7174
C -1.59 -0.67 -3.99 -1.4073
C -1.23 -2.11 -4.27 -0.6166
C -0.43 -2.67 -3.11 -1.2058
C 0.87 -1.84 -2.91 1.7543
N 0.53 -0.40 -2.87 2.0290
O 1.73 0.40 -2.77 -0.9022
C 1.83 -2.17 -4.06 -2.0281
C 1.36 -2.21 -1.51 -2.1343
C -0.81 1.61 -3.45 -2.2832
H 1.36 0.29 -5.25 0.3339
H -0.03 1.35 -5.65 0.5348
H -0.24 -0.28 -6.01 0.3212
H -2.25 -0.35 -4.82 0.3976
H -2.35 -0.57 -3.20 0.3043
H -0.66 -2.33 -5.17 0.2972
H -2.14 -2.73 -4.27 0.4186
H -0.14 -3.69 -3.39 0.4322
H -0.96 -2.80 -2.16 0.2925
H 1.44 -1.87 -5.03 0.4711
H 1.98 -3.24 -4.24 0.3920
H 2.74 -1.60 -3.88 0.3313
H 2.32 -1.74 -1.28 0.3452
H 1.59 -3.28 -1.47 0.5286
H 0.59 -1.96 -0.79 -0.0794
H 0.07 2.26 -3.34 0.4390
H -1.39 1.59 -2.52 0.2207
H -1.50 2.07 -4.16 0.5673
C -2.37 5.80 0.73 -0.3561
C -2.06 4.28 0.58 0.0069
O -2.61 3.68 1.73 -0.2117
C -3.20 4.61 2.51 0.5152
O -3.74 4.35 3.53 -0.5462
O -3.14 5.83 1.95 -0.3628
H -2.92 6.16 -0.13 0.2999
H -1.41 6.29 0.87 0.2858
H -1.02 4.11 0.31 0.1673
H -2.62 3.98 -0.32 0.1641
C -4.70 0.70 0.77 -0.6717
S -4.80 -0.95 1.52 0.4485
O -5.96 -1.64 0.88 -0.6672
C -3.41 -1.65 0.62 -0.5502
H -5.49 1.31 1.21 0.3744
H -4.82 0.75 -0.31 0.3464
H -3.81 1.25 1.09 0.0622
H -3.16 -2.64 1.00 0.4373
H -2.48 -1.11 0.81 -0.1046
H -3.61 -1.76 -0.45 0.3425
```

The value obtained for the total energy is -2957.54898 Eh. The maximum force comes out at 2.81 eV/Å. The spin multiplicity is 1. For the HOMO-LUMO gap, the calculation gives 6.474 eV. The charge is -1.

***

3.
# C23H47Al3BrCaF10LiNO10PS4

C23H47Al3BrCaF10LiNO10PS4 as an isolated structure (wB97M-V/def2-TZVPD, the Open Molecules 2025 dataset).

XYZ file:
```
102
Properties=species:S:1:pos:R:3:mulliken_charge:R:1
C -1.20 -5.97 -4.73 -1.1346
C -2.45 -5.13 -4.50 -0.7212
C -2.86 -5.13 -3.02 -0.5450
C -2.15 -4.00 -2.26 -1.2584
C -1.90 -4.37 -0.79 0.2788
C -0.41 -4.53 -0.45 -0.2770
C 0.07 -3.83 0.82 -0.4430
C -0.48 -2.45 1.16 -1.0178
Al -0.62 -1.09 -0.33 -0.1256
C 0.86 -1.07 -1.68 -0.8466
C 2.03 -0.12 -1.31 -0.0015
C 3.39 -0.74 -1.63 -0.7907
C 4.60 0.21 -1.41 -0.8811
S 4.19 1.92 -1.24 1.0660
O 5.43 2.59 -1.09 -0.6934
O 3.49 2.46 -2.36 -0.3239
O 3.41 2.13 0.11 -0.2998
P -0.71 1.14 0.81 0.2290
S 0.70 1.17 2.19 0.1327
H -1.51 -7.01 -4.84 0.3286
H -0.51 -5.91 -3.89 0.2497
H -0.68 -5.69 -5.63 0.3454
H -3.26 -5.47 -5.12 0.4427
H -2.23 -4.10 -4.77 0.3659
H -3.93 -4.96 -2.93 0.3842
H -2.58 -6.11 -2.62 0.3272
H -1.21 -3.83 -2.79 0.3146
H -2.73 -3.09 -2.35 0.4376
H -2.43 -3.72 -0.10 0.7361
H -2.33 -5.36 -0.65 -1.0205
H -0.25 -5.60 -0.27 0.5288
H 0.26 -4.28 -1.26 0.4466
H -0.05 -4.50 1.72 0.1794
H 1.15 -3.71 0.71 0.5550
H -1.45 -2.54 1.63 0.4070
H 0.20 -2.03 1.90 0.7962
H -2.06 -1.17 -1.01 -0.2550
H 1.21 -2.09 -1.88 0.5063
H 0.45 -0.71 -2.62 0.5343
H 1.95 0.06 -0.23 -0.1480
H 1.85 0.80 -1.85 0.3923
H 3.52 -1.56 -0.94 0.2443
H 3.39 -1.18 -2.62 0.4845
H 5.20 -0.09 -0.56 0.4469
H 5.26 0.19 -2.27 0.2860
H 2.61 2.65 -0.05 0.2974
H -1.96 1.32 1.41 0.2483
H -0.52 2.20 -0.10 0.1144
Al -0.31 -6.16 1.91 0.0972
Br 2.30 2.61 -4.67 -0.4287
C -5.04 -4.89 6.88 0.6728
F -6.35 -4.81 6.80 -0.1856
F -4.54 -3.68 7.13 -0.2167
F -4.71 -5.69 7.88 -0.2130
S -4.38 -5.54 5.29 1.0488
O -4.73 -4.58 4.29 -0.6392
O -4.93 -6.84 5.13 -0.6139
N -2.81 -5.52 5.68 -0.3372
S -1.85 -6.00 4.59 0.7858
O -1.77 -5.12 3.39 -0.4142
O -1.88 -7.39 4.25 -0.5831
C -0.26 -5.73 5.45 0.7633
F -0.18 -6.47 6.53 -0.1800
F -0.11 -4.46 5.79 -0.2079
F 0.75 -6.06 4.61 -0.2414
Li -2.40 -6.89 0.53 0.8069
C 3.55 4.78 3.16 -0.2678
C 4.94 4.36 2.78 -0.0828
O 5.52 3.96 4.02 -0.3315
C 4.49 3.62 4.84 0.6390
O 4.61 3.08 5.89 -0.4204
O 3.30 3.95 4.29 -0.2332
H 2.82 4.58 2.37 0.2157
H 3.46 5.83 3.45 0.2298
H 4.92 3.51 2.10 0.0911
H 5.52 5.17 2.33 0.3311
C -2.12 7.02 -6.11 -1.2182
C -2.17 5.90 -5.08 -0.2375
C -2.25 6.40 -3.64 -0.6675
C -1.04 7.22 -3.17 -0.7957
C 0.30 6.51 -3.28 -0.5022
C 0.39 5.25 -2.42 -0.8659
H -1.23 7.64 -5.99 0.2887
H -2.09 6.62 -7.12 0.3790
H -2.99 7.67 -6.03 0.3045
H -1.31 5.24 -5.21 0.1389
H -3.06 5.29 -5.28 0.3584
H -2.38 5.54 -2.97 0.2727
H -3.15 7.01 -3.52 0.4010
H -1.20 7.52 -2.13 0.3539
H -1.00 8.15 -3.74 0.3367
H 1.09 7.20 -2.98 0.3951
H 0.51 6.25 -4.33 0.1808
H 0.23 5.49 -1.37 0.3433
H 1.38 4.80 -2.52 0.2298
H -0.34 4.50 -2.72 0.2875
F 2.10 5.97 6.04 -0.3590
Al 1.16 5.03 7.08 0.6127
F 0.41 5.99 8.23 -0.2993
F 2.16 3.90 7.83 -0.2960
F 0.00 4.21 6.16 -0.3570
Ca 3.88 2.36 -6.76 1.3074
```

The value obtained for the total energy is -8630.34974 Eh. The maximum force comes out at 3.88 eV/Å. The spin multiplicity is 1. For the HOMO-LUMO gap, the calculation gives 2.121 eV. The charge is +2.

***

no.,M (g/mol)
1,766.7
2,561.6
3,1054.7